Entry from the OMol25 dataset: a 25-piece molecular cluster, C29H10Cl96F3N4O2 overall in a non-equilibrium geometry (wB97M-V/def2-TZVPD).

Bonds (Å) are listed after each position.
Geometry (Å):
1 N 0.96 -5.83 0.10  C2 1.280, H15 0.983, H16 0.997
2 C 0.86 -4.62 -0.31  N1 1.280, N3 1.309, N10 1.226
3 N -0.27 -3.99 -0.52  C2 1.309, C4 1.455, H17 0.994
4 C -0.81 -3.32 0.66  N3 1.455, C5 1.478, H18 1.049, H19 1.050
5 C -2.28 -3.50 0.77  C4 1.478, C6 1.464, H20 1.045, H21 1.043
6 C -3.04 -3.29 -0.45  C5 1.464, F7 1.234, F8 1.237, F9 1.238
7 F -3.09 -4.27 -1.19  C6 1.234
8 F -2.74 -2.27 -1.09  C6 1.237
9 F -4.21 -3.08 -0.10  C6 1.238
10 N 1.91 -4.02 -0.49  C2 1.226, C11 1.419, H22 0.981
11 C 2.01 -2.66 -0.90  N10 1.419, O12 1.377, H23 1.045, H24 1.051
12 O 3.22 -2.25 -0.39  C11 1.377, N13 1.458
13 N 3.07 -1.02 0.37  O12 1.458, O14 1.115
14 O 3.46 -1.17 1.40  N13 1.115
15 H 1.59 -6.31 -0.47  N1 0.983
16 H 0.09 -6.32 0.07  N1 0.997
17 H -0.93 -4.57 -0.98  N3 0.994
18 H -0.60 -2.30 0.62  C4 1.049
19 H -0.39 -3.65 1.56  C4 1.050
20 H -2.61 -2.77 1.44  C5 1.045
21 H -2.55 -4.41 1.21  C5 1.043
22 H 2.75 -4.49 -0.31  N10 0.981
23 H 1.25 -2.06 -0.50  C11 1.045
24 H 1.96 -2.60 -1.95  C11 1.051
25 C -7.39 -3.79 1.64  Cl26 1.771, Cl27 1.759, Cl28 1.765, Cl29 1.760
26 Cl -6.23 -3.18 2.84  C25 1.771
27 Cl -7.39 -2.78 0.19  C25 1.759
28 Cl -6.97 -5.44 1.18  C25 1.765
29 Cl -8.99 -3.76 2.36  C25 1.760
30 C 0.72 -5.76 -4.80  Cl31 1.771, Cl32 1.767, Cl33 1.759, Cl34 1.752
31 Cl 1.86 -6.80 -3.92  C30 1.771
32 Cl -0.64 -5.33 -3.76  C30 1.767
33 Cl 1.53 -4.29 -5.33  C30 1.759
34 Cl 0.12 -6.61 -6.20  C30 1.752
35 C 3.59 -1.15 -7.42  Cl36 1.760, Cl37 1.761, Cl38 1.773, Cl39 1.754
36 Cl 5.19 -1.78 -7.76  C35 1.760
37 Cl 2.39 -2.06 -8.34  C35 1.761
38 Cl 3.24 -1.31 -5.69  C35 1.773
39 Cl 3.51 0.54 -7.88  C35 1.754
40 C -1.99 -1.59 -5.23  Cl41 1.757, Cl42 1.777, Cl43 1.769, Cl44 1.768
41 Cl -3.38 -0.80 -5.95  C40 1.757
42 Cl -2.20 -1.59 -3.46  C40 1.777
43 Cl -1.90 -3.25 -5.85  C40 1.769
44 Cl -0.52 -0.72 -5.66  C40 1.768
45 C -4.03 3.23 -7.53  Cl46 1.764, Cl47 1.761, Cl48 1.764, Cl49 1.762
46 Cl -2.64 2.39 -6.85  C45 1.764
47 Cl -3.69 3.67 -9.21  C45 1.761
48 Cl -5.44 2.17 -7.48  C45 1.764
49 Cl -4.36 4.69 -6.60  C45 1.762
50 C 5.46 2.20 -1.06  Cl51 1.749, Cl52 1.758, Cl53 1.759, Cl54 1.768
51 Cl 5.04 3.42 0.12  C50 1.749
52 Cl 4.95 2.72 -2.66  C50 1.758
53 Cl 7.20 1.95 -1.05  C50 1.759
54 Cl 4.63 0.69 -0.64  C50 1.768
55 C -5.05 7.36 -3.41  Cl56 1.764, Cl57 1.762, Cl58 1.761, Cl59 1.760
56 Cl -5.64 7.13 -5.06  C55 1.764
57 Cl -4.75 5.79 -2.67  C55 1.762
58 Cl -3.55 8.29 -3.45  C55 1.761
59 Cl -6.26 8.23 -2.47  C55 1.760
60 C -6.21 0.81 4.24  Cl61 1.766, Cl62 1.768, Cl63 1.759, Cl64 1.765
61 Cl -4.55 0.32 4.61  C60 1.766
62 Cl -6.88 -0.03 2.84  C60 1.768
63 Cl -7.23 0.45 5.63  C60 1.759
64 Cl -6.22 2.55 3.95  C60 1.765
65 C -1.48 2.99 5.48  Cl66 1.786, Cl67 1.757, Cl68 1.773, Cl69 1.759
66 Cl -1.44 3.20 7.25  C65 1.786
67 Cl -0.52 4.19 4.62  C65 1.757
68 Cl -0.87 1.38 5.08  C65 1.773
69 Cl -3.16 3.14 4.97  C65 1.759
70 C 2.22 -10.96 -4.01  Cl71 1.756, Cl72 1.773, Cl73 1.759, Cl74 1.755
71 Cl 3.41 -12.21 -4.31  C70 1.756
72 Cl 2.84 -9.83 -2.80  C70 1.773
73 Cl 1.88 -10.10 -5.51  C70 1.759
74 Cl 0.74 -11.68 -3.39  C70 1.755
75 C 3.55 -8.70 -9.19  Cl76 1.761, Cl77 1.768, Cl78 1.760, Cl79 1.758
76 Cl 4.66 -9.74 -8.30  C75 1.761
77 Cl 2.20 -8.26 -8.13  C75 1.768
78 Cl 4.38 -7.24 -9.71  C75 1.760
79 Cl 2.93 -9.56 -10.59  C75 1.758
80 C -1.06 4.41 -2.63  Cl81 1.763, Cl82 1.759, Cl83 1.766, Cl84 1.758
81 Cl 0.58 3.77 -2.65  C80 1.763
82 Cl -2.01 3.62 -3.88  C80 1.759
83 Cl -1.78 4.11 -1.05  C80 1.766
84 Cl -1.02 6.14 -2.95  C80 1.758
85 C 4.03 -7.01 2.46  Cl86 1.751, Cl87 1.769, Cl88 1.756, Cl89 1.772
86 Cl 5.59 -7.80 2.47  C85 1.751
87 Cl 3.03 -7.69 1.16  C85 1.769
88 Cl 3.22 -7.25 4.00  C85 1.756
89 Cl 4.24 -5.27 2.17  C85 1.772
90 C -10.51 -0.46 -1.79  Cl91 1.765, Cl92 1.761, Cl93 1.762, Cl94 1.761
91 Cl -9.02 0.43 -2.10  C90 1.765
92 Cl -10.94 -1.40 -3.21  C90 1.761
93 Cl -10.26 -1.54 -0.42  C90 1.762
94 Cl -11.80 0.68 -1.42  C90 1.761
95 C 2.17 6.14 8.10  Cl96 1.758, Cl97 1.762, Cl98 1.762, Cl99 1.770
96 Cl 3.62 5.16 8.31  C95 1.758
97 Cl 1.86 7.07 9.56  C95 1.762
98 Cl 2.42 7.25 6.75  C95 1.762
99 Cl 0.79 5.07 7.78  C95 1.770
100 C 4.87 8.28 -1.84  Cl101 1.762, Cl102 1.767, Cl103 1.759, Cl104 1.763
101 Cl 4.18 8.36 -3.45  C100 1.762
102 Cl 4.83 6.61 -1.26  C100 1.767
103 Cl 6.54 8.84 -1.89  C100 1.759
104 Cl 3.94 9.30 -0.75  C100 1.763
105 C 8.61 -9.69 -0.17  Cl106 1.766, Cl107 1.764, Cl108 1.760, Cl109 1.758
106 Cl 7.69 -8.39 -0.93  C105 1.766
107 Cl 8.39 -9.62 1.57  C105 1.764
108 Cl 8.03 -11.25 -0.77  C105 1.760
109 Cl 10.31 -9.51 -0.56  C105 1.758
110 C -1.66 -10.45 -0.54  Cl111 1.759, Cl112 1.759, Cl113 1.777, Cl114 1.759
111 Cl -0.54 -11.47 0.35  C110 1.759
112 Cl -2.95 -9.90 0.53  C110 1.759
113 Cl -0.80 -9.04 -1.19  C110 1.777
114 Cl -2.35 -11.36 -1.88  C110 1.759
115 C 1.40 1.77 -10.92  Cl116 1.765, Cl117 1.767, Cl118 1.759, Cl119 1.763
116 Cl 2.61 0.51 -11.21  C115 1.765
117 Cl 2.07 3.00 -9.84  C115 1.767
118 Cl 0.95 2.51 -12.44  C115 1.759
119 Cl -0.02 1.05 -10.16  C115 1.763
120 C -4.61 3.24 9.67  Cl121 1.761, Cl122 1.762, Cl123 1.763, Cl124 1.760
121 Cl -4.62 3.11 7.91  C120 1.761
122 Cl -4.35 1.65 10.38  C120 1.762
123 Cl -3.30 4.30 10.16  C120 1.763
124 Cl -6.16 3.88 10.21  C120 1.760
125 C -1.07 9.19 10.19  Cl126 1.758, Cl127 1.761, Cl128 1.774, Cl129 1.757
126 Cl -2.22 10.29 10.93  C125 1.758
127 Cl -0.99 9.50 8.46  C125 1.761
128 Cl 0.52 9.40 10.93  C125 1.774
129 Cl -1.59 7.53 10.44  C125 1.757
130 C 10.97 2.20 -3.41  Cl131 1.760, Cl132 1.763, Cl133 1.764, Cl134 1.759
131 Cl 12.41 1.20 -3.60  C130 1.760
132 Cl 9.80 1.79 -4.67  C130 1.763
133 Cl 10.25 1.91 -1.83  C130 1.764
134 Cl 11.41 3.89 -3.55  C130 1.759
135 C 2.22 12.58 7.77  Cl136 1.763, Cl137 1.763, Cl138 1.762, Cl139 1.757
136 Cl 0.75 13.19 7.02  C135 1.763
137 Cl 3.18 11.71 6.57  C135 1.763
138 Cl 3.16 13.93 8.41  C135 1.762
139 Cl 1.79 11.49 9.08  C135 1.757
140 C -4.94 11.77 13.95  Cl141 1.762, Cl142 1.761, Cl143 1.763, Cl144 1.763
141 Cl -5.70 12.98 12.91  C140 1.762
142 Cl -5.76 11.75 15.51  C140 1.761
143 Cl -5.06 10.19 13.19  C140 1.763
144 Cl -3.24 12.18 14.18  C140 1.763

Calculated values
Total charge: +1
E_HOMO in eV: -11.97
Lowest unoccupied orbital energy in eV: -3.20